Entry 1:
Density functional theory data (wB97M-V/def2-TZVPD) for a molecular structure, C5H8N2O2 at a distorted geometry.

XYZ file:
```
17
Properties=species:S:1:pos:R:3:mulliken_charge:R:1
C 1.27 0.85 -0.77 -1.4740
C -0.99 -0.44 -0.74 -0.4685
C -1.87 0.27 -0.02 0.6641
C 0.37 -0.22 -0.20 0.9330
N 1.01 -1.34 0.22 -0.3797
C -0.47 0.92 1.26 -0.2486
O -1.27 -1.41 -1.70 -0.5450
N -0.34 0.46 2.42 -0.6220
O -2.95 0.67 0.28 -0.5063
H -0.93 -1.12 -2.56 0.3247
H 0.47 -2.13 0.51 0.2731
H 1.98 -1.30 0.51 0.1961
H -0.35 -0.56 2.43 0.2673
H -0.46 2.01 1.12 0.3996
H 0.72 1.76 -0.98 0.3913
H 1.70 0.49 -1.71 0.3870
H 2.09 1.09 -0.08 0.4079
```

Summary:
Highest occupied orbital energy   -8.14 eV
ΔE to the lowest compared entry with this formula, charge and spin   4.987 eV
Molar mass   128.1 g mol⁻¹
Lowest unoccupied orbital energy   -0.3 eV

=====

Entry 2:
Density functional theory data (wB97M-V/def2-TZVPD) for a molecular structure, C41H32N2O5P2S3Tc.

XYZ file:
```
86
Properties=species:S:1:pos:R:3:mulliken_charge:R:1
Tc 0.41 0.07 -0.61 -1.1057
S 0.01 2.23 -1.67 -0.5953
P -0.72 2.57 0.24 1.6291
C -0.83 0.93 0.74 0.3874
P -0.51 -0.02 2.12 1.8037
S 0.35 -1.63 1.14 -0.6076
C -1.95 -0.54 3.06 0.2455
C -1.79 -1.08 4.34 -0.7575
C -2.91 -1.50 5.04 -0.7011
C -4.18 -1.39 4.48 -0.7365
C -4.34 -0.86 3.21 -0.6236
C -3.22 -0.46 2.49 1.6518
C 0.60 0.69 3.35 0.1984
C 1.97 0.46 3.33 -0.3888
C 2.79 1.11 4.24 -0.8404
C 2.24 1.98 5.18 -0.5159
C 0.87 2.20 5.20 -0.8162
C 0.05 1.57 4.29 -0.1180
C -2.28 3.45 0.18 0.0412
C -2.30 4.76 -0.31 -0.4833
C -3.52 5.41 -0.44 -0.7246
C -4.70 4.77 -0.07 -0.6371
C -4.68 3.48 0.43 -0.5664
C -3.46 2.82 0.56 -0.3356
C 0.41 3.64 1.14 0.3833
C -0.07 4.27 2.29 -0.1952
C 0.78 5.06 3.05 -0.7473
C 2.10 5.23 2.66 -0.5194
C 2.58 4.61 1.51 -0.8326
C 1.73 3.82 0.75 -0.3431
H -0.81 -1.15 4.79 0.5390
H -2.79 -1.92 6.04 0.4122
H -5.05 -1.70 5.04 0.4146
H -5.31 -0.74 2.76 0.5968
H -3.33 -0.09 1.49 -1.3494
H 2.40 -0.21 2.60 0.2527
H 3.86 0.93 4.22 0.4532
H 2.89 2.48 5.89 0.4083
H 0.44 2.88 5.93 0.4453
H -1.02 1.74 4.32 0.5305
H -1.38 5.26 -0.59 0.4471
H -3.54 6.42 -0.83 0.4083
H -5.65 5.28 -0.20 0.4327
H -5.60 2.96 0.69 0.4912
H -3.45 1.81 0.94 0.5700
H -1.10 4.15 2.59 0.4979
H 0.40 5.54 3.94 0.4553
H 2.76 5.86 3.25 0.4093
H 3.60 4.75 1.21 0.4299
H 2.10 3.32 -0.14 0.2667
O 4.24 0.54 0.64 -0.7137
C 3.22 0.41 -0.01 0.0515
O 2.04 0.81 0.34 0.6071
C 3.28 -0.22 -1.39 0.6256
C 4.51 -0.64 -1.93 -1.1046
C 4.52 -1.13 -3.20 -0.5396
C 3.33 -1.13 -3.97 1.0524
C 3.30 -1.55 -5.32 -0.8599
C 2.15 -1.45 -6.04 -0.5280
C 0.99 -0.90 -5.46 -0.8570
C 0.99 -0.51 -4.15 -0.5685
C 2.15 -0.65 -3.36 0.0828
N 2.14 -0.28 -2.05 0.2893
H 5.39 -0.56 -1.31 0.5630
H 5.44 -1.49 -3.65 0.4405
H 4.20 -1.94 -5.77 0.3937
H 2.12 -1.77 -7.08 0.3985
H 0.10 -0.76 -6.06 0.4451
H 0.13 0.00 -3.72 0.5546
N -1.14 -1.13 -1.65 -0.2306
C -2.56 -0.82 -1.46 0.5293
C -3.08 0.35 -1.99 -0.3635
C -4.38 0.70 -1.69 -0.5932
C -5.16 -0.12 -0.87 -0.1973
C -4.66 -1.34 -0.46 -0.9268
C -3.35 -1.70 -0.75 -0.5141
S -6.70 0.50 -0.20 1.3088
O -6.31 0.81 1.18 -0.6616
O -7.00 1.68 -0.99 -0.6899
O -7.64 -0.60 -0.32 -0.7557
H -0.99 -2.06 -1.26 0.4198
H -0.95 -1.20 -2.64 0.2314
H -2.46 1.02 -2.57 0.5021
H -4.81 1.63 -2.04 0.6390
H -5.28 -1.99 0.14 0.4589
H -2.93 -2.63 -0.37 0.2498
```

Summary:
Spin multiplicity   4
Highest occupied orbital energy (spin up / spin down)   -8.04 / -8.04 eV
ΔE to the lowest compared entry with this formula, charge and spin   0.000 eV
Molar mass   888.9 g mol⁻¹
Lowest unoccupied orbital energy (spin up / spin down)   -1.4 / -1.8 eV

=====

Entry 3:
Density functional theory data (wB97M-V/def2-TZVPD) for 2 unconnected molecules or ions with the total composition C5H10NO2 at a distorted geometry.

XYZ file:
```
18
Properties=species:S:1:pos:R:3:mulliken_charge:R:1
O -1.07 -0.34 1.35 -0.7203
C -0.15 -0.55 0.55 0.5890
N 0.90 -1.32 0.67 -0.6865
C 0.37 -3.23 1.62 -0.0642
O 0.55 -4.24 0.93 -0.6175
C -0.31 0.20 -0.85 -0.7146
C -0.85 1.63 -0.73 -0.3107
C 0.19 2.71 -0.80 -1.2066
H 1.63 -1.43 0.00 0.1600
H 1.24 -2.94 2.24 0.2584
H -0.64 -2.84 1.67 0.2080
H 0.62 0.23 -1.42 0.2971
H -0.98 -0.34 -1.53 0.2934
H -1.42 1.61 0.24 0.2536
H -1.62 1.81 -1.48 0.3023
H 1.08 2.44 -0.22 0.3268
H 0.57 2.88 -1.82 0.2973
H -0.12 3.71 -0.44 0.3345
```

Summary:
Total charge   -1
Highest occupied orbital energy   -4.04 eV
ΔE to the lowest compared entry with this formula, charge and spin   2.055 eV
Molar mass   116.1 g mol⁻¹
Lowest unoccupied orbital energy   3.9 eV

=====

Entry 4:
Density functional theory data (wB97M-V/def2-TZVPD) for a molecular structure, C16H13AuF5N2O9S2Te.

XYZ file:
```
49
Properties=species:S:1:pos:R:3:mulliken_charge:R:1
Au -0.62 0.56 -1.66 1.5171
O 5.83 2.69 -0.28 -0.4541
C 5.68 1.53 -0.57 0.4592
O 6.28 0.49 -0.75 -0.4419
C 4.04 1.22 -0.87 0.6914
C 3.58 -0.07 -0.72 -0.9398
C 2.23 -0.26 -0.97 0.0227
N 1.45 0.74 -1.36 -0.2507
C 1.92 1.98 -1.48 0.7240
C 3.25 2.28 -1.24 -0.5515
C 0.93 3.09 -1.91 0.1156
O 1.35 4.23 -1.88 -0.7108
O -0.21 2.67 -2.28 -0.5815
H 4.21 -0.88 -0.41 0.5109
H 1.76 -1.23 -0.85 0.2510
H 3.59 3.30 -1.32 0.6052
F -3.75 1.29 -5.40 -0.4122
Te -3.19 0.83 -3.68 2.1212
F -3.16 2.66 -3.37 -0.3936
F -3.33 -0.94 -4.25 -0.4329
F -1.49 0.87 -4.45 -0.4498
F -5.01 0.78 -3.29 -0.4311
O -2.72 0.38 -1.98 -0.8669
C -1.14 -4.22 -1.96 -1.1521
S -0.72 -2.72 -1.07 0.6849
C -2.33 -2.38 -0.38 -1.0348
O -0.52 -1.72 -2.19 -0.8504
H -1.90 -3.97 -2.70 0.3061
H -1.51 -4.96 -1.26 0.3984
H -0.24 -4.57 -2.45 0.3764
H -2.54 -3.12 0.39 0.4666
H -3.07 -2.38 -1.18 0.4580
H -2.26 -1.39 0.07 0.1420
O -0.99 1.55 0.78 -0.8013
C -0.68 0.60 1.50 0.6674
N -0.39 -0.64 1.06 -0.1466
S -0.02 -1.64 2.27 1.0832
O 1.35 -2.08 2.19 -0.6939
O -1.01 -2.68 2.43 -0.6987
C -0.21 -0.46 3.58 0.1230
C -0.04 -0.59 4.95 -0.6555
C -0.29 0.53 5.73 -0.4301
C -0.70 1.74 5.15 -0.5202
C -0.86 1.85 3.77 -0.4368
C -0.61 0.73 3.00 -0.0923
H 0.27 -1.52 5.39 0.4373
H -0.17 0.48 6.80 0.3802
H -0.88 2.59 5.78 0.3792
H -1.16 2.77 3.30 0.5084
```

Summary:
Spin multiplicity   3
Total charge   -1
Highest occupied orbital energy (spin up / spin down)   -6.19 / -6.81 eV
ΔE to the lowest compared entry with this formula, charge and spin   0.000 eV
Molar mass   861.0 g mol⁻¹
Lowest unoccupied orbital energy (spin up / spin down)   1.7 / -1.8 eV

=====

Entry 5:
Density functional theory data (wB97M-V/def2-TZVPD) for a single CH3O4P molecule at a distorted geometry.

XYZ file:
```
9
Properties=species:S:1:pos:R:3:mulliken_charge:R:1
C -0.63 -0.27 0.08 0.4654
O 2.60 -1.08 0.60 -0.5503
O 0.15 -0.93 -0.50 -0.4092
O -1.85 -0.67 0.20 -0.4414
O 1.59 1.17 0.24 -0.6222
P 2.05 -0.11 -0.31 0.7955
H -0.56 0.81 0.42 0.2552
H 2.09 -0.24 -1.63 0.1093
H -2.60 -0.35 0.78 0.3978
```

Summary:
Highest occupied orbital energy   -10.68 eV
ΔE to the lowest compared entry with this formula, charge and spin   1.767 eV
Molar mass   110.0 g mol⁻¹
Lowest unoccupied orbital energy   0.0 eV

=====

Entry 6:
Density functional theory data (wB97M-V/def2-TZVPD) for a molecular structure, C22H23MoN3O6S2 at a distorted geometry.

XYZ file:
```
57
Properties=species:S:1:pos:R:3:mulliken_charge:R:1
Mo -0.16 0.02 -1.55 0.9437
O 2.50 0.88 -1.49 -0.2340
C 3.30 0.98 -2.67 -0.7759
C 2.94 -0.13 -3.63 -0.9057
N 1.50 -0.13 -3.89 0.6841
C 1.02 -1.42 -4.33 -0.5473
C 1.00 -2.33 -3.11 0.3653
O 1.44 -3.44 -3.06 -0.6020
O 0.42 -1.71 -2.08 -0.3974
C 1.00 1.02 -4.64 -1.0921
C -0.12 1.66 -3.83 0.9721
O -0.19 2.86 -3.68 -0.6346
O -0.94 0.76 -3.30 -0.7821
H 2.87 0.20 -0.91 0.2340
H 4.36 0.93 -2.42 0.4129
H 3.09 1.96 -3.09 0.3673
H 3.19 -1.09 -3.16 0.4132
H 3.53 -0.05 -4.55 0.3305
H 1.63 -1.87 -5.12 0.3454
H 0.00 -1.31 -4.67 0.3896
H 0.61 0.72 -5.61 0.4937
H 1.78 1.76 -4.80 0.2917
C 1.25 -0.26 2.67 -1.3866
C 0.90 0.35 1.33 1.0521
N 0.37 -0.40 0.41 0.6762
N -0.05 -1.66 0.87 -0.8239
C -1.19 -2.01 0.39 0.5327
S -2.13 -1.06 -0.74 -0.2014
S -1.89 -3.55 0.90 -0.1499
C -1.75 -3.36 2.71 -1.0554
C -2.84 -2.50 3.29 0.5428
C -4.05 -3.06 3.68 -0.5427
C -5.08 -2.26 4.16 -0.5690
C -4.92 -0.89 4.23 -0.4080
C -3.72 -0.32 3.83 -0.8111
C -2.69 -1.12 3.36 0.2934
C 1.08 1.79 1.11 0.0648
C 1.77 2.59 2.03 -0.9627
C 1.87 3.95 1.87 -0.9094
C 1.26 4.57 0.78 -0.4598
C 0.55 3.82 -0.14 -0.7852
C 0.47 2.44 0.03 0.7729
O -0.21 1.73 -0.87 -0.4541
H 1.60 -1.28 2.53 0.3711
H 2.02 0.32 3.18 0.5346
H 0.38 -0.30 3.32 0.2134
H -1.80 -4.38 3.10 0.5297
H -0.76 -2.96 2.90 0.3223
H -4.19 -4.14 3.61 0.3764
H -6.02 -2.72 4.46 0.3717
H -5.72 -0.26 4.60 0.3776
H -3.59 0.76 3.86 0.4066
H -1.76 -0.67 3.03 0.1999
H 2.24 2.14 2.89 0.2458
H 2.41 4.54 2.59 0.4166
H 1.33 5.64 0.64 0.4137
H 0.07 4.24 -1.01 0.5323
```

Summary:
Highest occupied orbital energy (spin up / spin down)   -7.78 / -7.94 eV
ΔE to the lowest compared entry with this formula, charge and spin   1.225 eV
Molar mass   585.5 g mol⁻¹
Lowest unoccupied orbital energy (spin up / spin down)   -0.5 / -0.7 eV